1.
Here is one molecule with the formula C18H26N6O4 from the Open Molecules 2025 dataset. Energies are from the ωB97M-V functional and the def2-TZVPD basis.

XYZ file:
```
54
Properties=species:S:1:pos:R:3:lowdin_charge:R:1
C -0.2381 -0.7812 -3.5620 -0.03
C 0.7675 -1.3841 -2.6400 -0.31
N 1.6897 -2.2127 -3.0989 0.08
N 2.3975 -2.5690 -2.0125 0.01
C 1.9599 -1.9938 -0.8729 -0.26
C 2.5975 -2.2552 0.4457 -0.01
C 0.8939 -1.2065 -1.2425 -0.15
C 0.0592 -0.3625 -0.3429 -0.04
C -1.2244 -1.0708 0.0661 -0.40
O -1.7533 -1.8845 -0.6816 0.06
N -1.7754 -0.7639 1.2712 0.01
C -1.3116 0.2839 2.1569 -0.03
C -0.7264 -0.3617 3.3955 -0.48
O 0.3494 -0.0489 3.8704 0.06
N -1.5136 -1.3507 3.8698 0.09
C -2.8187 -1.6867 3.3171 -0.09
C -2.8888 -1.5468 1.7895 -0.15
C -4.2634 -0.9772 1.3801 -0.42
O -5.0757 -0.5964 2.2019 0.08
N -4.4573 -0.9391 0.0448 0.13
C -5.7544 -0.7055 -0.5152 -0.23
C -5.6873 -0.0464 -1.8791 -0.14
C -7.1124 0.1935 -2.3443 -0.17
C -7.8358 -1.1277 -2.5118 -0.17
N -7.5913 -2.0672 -1.4280 -0.10
C -8.4312 -3.2429 -1.4527 -0.04
C -6.5647 -2.0056 -0.5340 -0.39
O -6.2985 -2.9118 0.2308 0.08
H -0.9593 -0.1724 -3.0170 0.07
H 0.2431 -0.1526 -4.3124 0.08
H -0.7938 -1.5601 -4.0832 0.08
H 3.1663 -3.2093 -2.0963 0.15
H 2.0693 -1.7335 1.2425 0.07
H 2.5843 -3.3193 0.6887 0.08
H 3.6355 -1.9176 0.4637 0.08
H 0.6481 -0.0906 0.5328 0.11
H -0.2235 0.5715 -0.8383 0.14
H -0.5554 0.9117 1.7066 0.12
H -2.1538 0.9260 2.4426 0.15
H -1.1637 -1.8445 4.6750 0.15
H -3.0324 -2.7226 3.5723 0.13
H -3.5987 -1.0818 3.7775 0.12
H -2.8273 -2.5376 1.3356 0.16
H -3.7538 -1.3973 -0.5274 0.13
H -6.2915 -0.0404 0.1698 0.16
H -5.1309 0.8892 -1.8044 0.12
H -5.1539 -0.6857 -2.5912 0.13
H -7.6301 0.8207 -1.6128 0.12
H -7.1393 0.7300 -3.2935 0.12
H -8.9138 -0.9819 -2.6036 0.12
H -7.5048 -1.5987 -3.4501 0.13
H -8.1800 -3.8905 -0.6208 0.08
H -9.4828 -2.9552 -1.3760 0.09
H -8.2909 -3.7989 -2.3854 0.09
```

Values from the calculation:
* Kohn-Sham gap: 9.43 eV
* ΔE to the lowest compared entry with this formula, charge and spin: 41.9 kJ/mol
* strongest force on any atom: 0.0081 Eh/bohr
* HOMO: -8.812 eV
* SMILES: Cc1n[nH]c(C)c1CC(=O)N1CC(=O)NC[C@H]1C(=O)N[C@H]1CCCN(C)C1=O

=====

2.
Here is C18H26N6O4Sr as an isolated structure in a non-equilibrium geometry from the Open Molecules 2025 dataset. Energies are from the ωB97M-V functional and the def2-TZVPD basis.

XYZ file:
```
55
Properties=species:S:1:pos:R:3:lowdin_charge:R:1
Sr -0.0595 1.2039 -0.1201 1.69
C 1.5338 1.0040 4.2006 -0.02
C 1.7385 0.9314 2.7188 -0.37
O 0.6758 0.4101 2.0297 -0.18
C 2.8747 1.3057 2.1032 0.00
C 3.2673 1.2184 0.6812 -0.33
C 4.7296 1.1614 0.3540 -0.04
N 2.3599 1.1895 -0.2218 -0.11
N 2.7690 1.1276 -1.5493 0.05
C 1.8108 0.7713 -2.3865 -0.49
O 0.6235 0.3845 -2.1051 -0.26
C 2.2017 0.8261 -3.8361 -0.15
C 3.5275 0.9834 -4.2359 -0.04
C 3.8493 1.0280 -5.5825 -0.09
C 2.8518 0.9231 -6.5435 -0.10
C 1.5313 0.7679 -6.1514 -0.09
C 1.2087 0.7128 -4.8033 -0.03
H 0.4805 1.1566 4.4327 0.08
H 2.1085 1.8223 4.6295 0.09
H 1.8469 0.0751 4.6827 0.09
H 3.6395 1.6903 2.7676 0.11
H 5.3409 1.1998 1.2531 0.07
H 4.9951 1.9859 -0.3091 0.08
H 4.9496 0.2450 -0.1951 0.08
H 4.2929 1.0705 -3.4784 0.10
H 4.8821 1.1455 -5.8856 0.10
H 3.1054 0.9611 -7.5956 0.10
H 0.7496 0.6874 -6.8963 0.10
H 0.1854 0.5821 -4.4815 0.11
N -1.9048 -0.5117 -0.1655 -0.02
C -2.9424 0.2998 0.5176 -0.32
C -4.3172 -0.3244 0.5405 -0.16
C -4.3806 -1.6876 1.2177 -0.19
C -4.0682 -1.6850 2.7070 -0.18
N -2.6423 -1.4794 2.9870 0.05
C -1.6705 -2.3462 2.5856 -0.55
N -2.1069 -3.6201 2.3184 0.15
N -0.4358 -1.9607 2.4358 0.10
C -2.9726 1.7303 -0.1456 -0.67
O -3.9438 2.0392 -0.8219 0.04
O -1.9246 2.4201 0.0848 -0.27
H -2.1266 -0.5661 -1.1590 0.11
H -1.9014 -1.4641 0.1823 0.06
H -2.5870 0.4545 1.5383 0.11
H -4.6957 -0.4010 -0.4815 0.13
H -4.9900 0.3840 1.0308 0.13
H -3.7188 -2.4127 0.7339 0.10
H -5.3918 -2.0828 1.0799 0.12
H -4.3996 -2.6192 3.1715 0.11
H -4.6261 -0.8981 3.2159 0.13
H -2.3129 -0.5440 3.1593 0.12
H -2.9553 -3.9280 2.7640 0.09
H -1.3941 -4.3255 2.2435 0.10
H 0.1766 -0.2897 2.5655 0.06
H 0.1625 -2.7521 2.2180 0.07
```

Values from the calculation:
* Kohn-Sham gap: 7.70 eV
* ΔE to the lowest compared entry with this formula, charge and spin: 0.0 kJ/mol
* strongest force on any atom: 0.0239 Eh/bohr
* HOMO: -7.605 eV

=====

3.
Here is C18H27AuN4O3PS as an isolated structure from the Open Molecules 2025 dataset. Energies are from the ωB97M-V functional and the def2-TZVPD basis.

XYZ file:
```
55
Properties=species:S:1:pos:R:3:lowdin_charge:R:1
Au 0.1821 -1.0229 -1.5726 1.02
N -2.1113 -1.5646 0.5299 0.04
N -3.1448 -1.7831 -0.3836 -0.05
C -2.9486 -2.2557 -1.6129 -0.73
N -4.0116 -2.5652 -2.3362 0.16
S -1.4201 -2.6081 -2.3403 0.75
H -2.1168 -2.3025 1.2291 0.12
H -2.2761 -0.6771 0.9897 0.10
H -4.1003 -1.6565 -0.0708 0.17
H -4.9439 -2.6028 -1.9476 0.15
H -3.9043 -2.8214 -3.3065 0.13
C -3.3720 3.9457 1.8756 -0.01
O -2.1455 3.1821 1.8803 -0.10
C -1.4433 3.1266 3.0259 -0.21
C -1.9223 3.5295 4.2694 0.02
C -1.1148 3.4396 5.3894 0.00
C 0.1945 2.9611 5.3120 -0.03
C 0.6894 2.5738 4.0919 0.00
C -0.1205 2.6431 2.9510 -0.13
N 0.4918 2.2916 1.7325 0.17
C -0.0007 2.0394 0.5628 0.06
C 0.8526 1.8660 -0.6068 -0.10
C 2.1066 2.4446 -0.7033 0.03
C 2.8333 2.3959 -1.8935 0.03
C 2.3132 1.7951 -3.0377 0.00
C 1.0577 1.2280 -2.9910 0.03
C 0.3004 1.2254 -1.7776 -0.44
O -0.8943 0.6517 -1.7455 -0.16
H -3.6848 3.9886 0.8378 0.10
H -3.1887 4.9511 2.2509 0.11
H -4.1312 3.4439 2.4740 0.11
H -2.9256 3.9164 4.3646 0.12
H -1.5103 3.7559 6.3452 0.13
H 0.8125 2.9088 6.1961 0.13
H 1.7092 2.2157 4.0030 0.13
H 1.5062 2.2530 1.8194 0.17
H -1.0738 2.0069 0.4513 0.14
H 2.5278 3.0110 0.1182 0.14
H 3.8044 2.8731 -1.9312 0.14
H 2.8773 1.8011 -3.9603 0.14
H 0.5930 0.7855 -3.8649 0.14
C 1.3133 -5.0203 -1.0153 -0.15
P 2.2204 -3.6678 -1.7462 0.61
C 2.0782 -3.7747 -3.5246 -0.15
C 3.9336 -3.8031 -1.2806 -0.14
O 1.7054 -2.2998 -1.2211 -0.53
H 1.7165 -5.9712 -1.3672 0.08
H 0.2610 -4.9613 -1.2914 0.04
H 1.4094 -4.9781 0.0699 0.08
H 2.4769 -4.7289 -3.8726 0.08
H 2.6464 -2.9693 -3.9907 0.07
H 1.0317 -3.7116 -3.8266 0.04
H 4.3258 -4.7697 -1.6009 0.08
H 4.0234 -3.7246 -0.1973 0.08
H 4.5119 -3.0099 -1.7531 0.07
```

Values from the calculation:
* Kohn-Sham gap: 4.87 eV
* ΔE to the lowest compared entry with this formula, charge and spin: 45.8 kJ/mol
* strongest force on any atom: 0.0084 Eh/bohr
* HOMO: -16.425 eV
* net charge: +3